Here is a 2-piece molecular cluster, CH6NOS overall from OMol25. Energies are from ωB97M-V/def2-TZVPD.

As for the total charge: -1. As for the molecular weight: 80.13 g mol⁻¹. As for the HOMO energy: -2.85 eV. As for the energy above the lowest of the compared OMol25 structures with the same formula, charge and spin: 9.4 kcal/mol. The largest force on an atom is 0.0147 hartree/bohr.

Atoms and positions in Å:
1 S -0.94 -2.47 0.81
2 O 1.26 0.90 0.52
3 N -0.95 0.66 -0.39
4 C 0.40 1.00 -0.64
5 H -1.46 1.32 0.18
6 H 0.77 0.30 -1.38
7 H 1.54 -0.02 0.53
8 H -0.96 -0.30 -0.04
9 H 0.55 2.03 -0.98
10 H -0.21 -3.43 1.39

***

Here is a 2-piece molecular cluster, C5H5Cl3 overall at a distorted geometry from OMol25. Energies are from ωB97M-V/def2-TZVPD.

As for the structure (SMILES): C=C=C(Cl)Cl.C=CCl. As for the molecular weight: 171.45 g mol⁻¹. As for the HOMO energy: -9.68 eV. As for the energy above the lowest of the compared OMol25 structures with the same formula, charge and spin: 57.3 kcal/mol. The largest force on an atom is 0.0502 hartree/bohr.

Atoms and positions in Å:
1 Cl 0.60 -0.99 -2.35
2 Cl -1.71 3.50 -0.79
3 Cl 3.29 -0.60 -1.09
4 C -1.80 0.96 0.07
5 C 1.51 -0.97 -0.95
6 C 0.68 -1.71 1.37
7 C 1.16 -1.46 0.20
8 C -0.99 1.95 -0.28
9 H -1.29 0.02 0.29
10 H 0.06 1.98 -0.17
11 H 0.54 -1.04 2.23
12 H 0.78 -2.80 1.51
13 H -2.83 1.17 -0.04

***

Here is C33H30N5O3OsSb as an isolated structure at a distorted geometry from OMol25. Energies are from ωB97M-V/def2-TZVPD.

As for the total charge: +2. As for the molecular weight: 856.62 g mol⁻¹. As for the HOMO energy: -13.26 eV. The largest force on an atom is 0.0260 hartree/bohr.

Atoms and positions in Å:
1 Os -0.15 0.09 -0.26
2 Sb -1.78 -2.97 -1.06
3 O -1.68 3.83 -2.89
4 O 1.21 -1.40 0.19
5 O -0.68 1.76 -1.12
6 N 0.31 -0.92 -2.01
7 N -2.34 -0.12 -0.55
8 N -0.86 -1.18 1.31
9 N 1.59 1.01 0.25
10 N 2.65 0.26 0.78
11 C -2.74 1.86 0.92
12 C -0.13 5.25 -1.98
13 C -1.46 -3.39 1.94
14 C 1.57 -2.69 -3.75
15 C 3.28 -2.04 1.13
16 C -0.07 -2.22 -2.07
17 C 4.65 -1.77 1.19
18 C 5.52 -2.76 1.61
19 C 0.96 5.57 -1.18
20 C -0.13 2.98 -1.16
21 C -2.56 2.71 -2.96
22 C 1.55 4.59 -0.40
23 C 1.80 2.29 0.24
24 C 1.28 -0.47 -2.85
25 C 1.02 3.30 -0.40
26 C -3.17 0.84 -0.10
27 C -0.20 0.52 2.97
28 C -2.86 -1.16 -1.24
29 C 0.54 -3.12 -2.92
30 C 2.80 -3.29 1.50
31 C 5.04 -4.01 1.98
32 C 1.70 0.96 -2.90
33 C -0.66 -0.85 2.60
34 C 2.35 -1.00 0.68
35 C -1.25 -3.07 3.28
36 C -1.27 -2.43 0.97
37 C -0.86 -1.80 3.60
38 C 3.68 -4.27 1.93
39 C -5.01 -0.13 -1.31
40 C -0.68 3.97 -2.00
41 C 1.91 -1.36 -3.72
42 C -4.17 -1.18 -1.66
43 C -4.51 0.85 -0.49
44 H 2.09 -3.38 -4.40
45 H -1.40 -3.82 4.06
46 H -0.58 5.99 -2.62
47 H -2.03 1.79 -3.22
48 H 1.74 -3.50 1.44
49 H 0.64 0.47 3.66
50 H 3.30 -5.25 2.22
51 H -1.78 -4.38 1.66
52 H 2.72 2.60 0.73
53 H 5.02 -0.79 0.91
54 H -3.08 2.58 -2.02
55 H -5.15 1.64 -0.12
56 H 2.67 -0.97 -4.38
57 H 0.12 1.12 2.11
58 H -3.27 2.96 -3.74
59 H -6.04 -0.11 -1.63
60 H 1.36 6.57 -1.19
61 H -4.55 -2.03 -2.21
62 H 2.43 4.81 0.19
63 H 2.48 1.16 -2.16
64 H -3.32 2.77 0.81
65 H 0.21 -4.15 -2.94
66 H 5.72 -4.77 2.32
67 H -2.96 1.46 1.92
68 H 0.87 1.63 -2.75
69 H -0.69 -1.51 4.63
70 H -1.69 2.13 0.89
71 H 2.12 1.17 -3.88
72 H -1.01 1.07 3.47
73 H 6.59 -2.56 1.66